# 1
DFT (ωB97M-V/def2-TZVPD) results for 13 unconnected molecules or ions with the total composition C52H90F24O26.

Each line ends with the Löwdin charge.
Cartesian coordinates (Å):
C: 2.2810 2.4241 -0.4620  -0.070
O: 1.2150 2.7791 0.4283  -0.200
C: -0.0766 2.2451 0.1883  -0.165
C: -0.0892 0.7807 0.6178  -0.233
O: 0.6352 -0.1419 -0.1008  -0.171
C: 0.4001 -1.5303 0.1636  -0.074
H: 2.6206 1.4175 -0.2179  0.064
H: 3.2038 2.9746 -0.2790  0.082
H: 1.9844 2.4571 -1.5104  0.087
H: -0.4063 2.4045 -0.8383  0.096
H: -0.8023 2.7784 0.8024  0.129
H: -1.1409 0.5007 0.5560  0.109
H: 0.0937 0.7616 1.6922  0.114
H: -0.6248 -1.8996 0.1281  0.069
H: 0.8383 -1.7602 1.1348  0.075
H: 0.8893 -2.1552 -0.5836  0.061
C: 5.9256 -5.4055 -6.0410  -0.087
O: 5.0464 -4.7364 -5.1185  -0.221
C: 5.6777 -3.9330 -4.1096  -0.167
C: 4.6211 -3.4835 -3.0060  -0.178
O: 4.9478 -2.1989 -2.4373  -0.159
C: 4.2356 -2.1352 -1.1967  -0.109
H: 6.7235 -4.7335 -6.3572  0.085
H: 5.2880 -5.6681 -6.8851  0.085
H: 6.2846 -6.3053 -5.5414  0.085
H: 6.0163 -3.0113 -4.5827  0.116
H: 6.4995 -4.4643 -3.6295  0.120
H: 4.7177 -4.3046 -2.2957  0.096
H: 3.6027 -3.6730 -3.3450  0.112
H: 4.4441 -2.9325 -0.4834  0.068
H: 3.1484 -2.1497 -1.1196  0.070
H: 4.5031 -1.1581 -0.7943  0.088
C: 1.7960 6.7233 5.4845  -0.096
O: 1.4703 5.8519 4.3986  -0.202
C: 0.6562 4.7892 4.7787  -0.201
C: 0.9231 3.5180 3.8671  -0.154
O: 2.0217 2.6875 4.2764  -0.207
C: 3.2683 3.3975 4.3389  -0.074
H: 2.5387 7.4912 5.2679  0.086
H: 2.3478 6.1729 6.2465  0.079
H: 0.9268 7.2117 5.9251  0.088
H: -0.3936 5.0705 4.6950  0.121
H: 0.8594 4.5044 5.8110  0.120
H: 0.8375 3.7707 2.8102  0.099
H: 0.1306 2.7709 3.9121  0.101
H: 3.3558 3.8781 5.3133  0.083
H: 3.3685 4.1916 3.5990  0.084
H: 4.0328 2.6206 4.3385  0.066
C: -2.6552 7.9355 0.9642  -0.083
O: -1.6947 6.8364 0.8323  -0.204
C: -0.4235 7.2300 0.2416  -0.173
C: 0.6796 6.1741 0.4177  -0.237
O: 1.8508 6.8145 0.1133  -0.160
C: 2.9723 6.0365 0.4305  -0.089
H: -2.8080 8.4624 0.0223  0.078
H: -2.2659 8.6940 1.6432  0.077
H: -3.5911 7.5143 1.3312  0.083
H: -0.1298 8.1742 0.7002  0.122
H: -0.4516 7.4301 -0.8295  0.115
H: 0.5670 5.2069 -0.0721  0.111
H: 0.6439 5.9047 1.4733  0.115
H: 3.0468 5.7458 1.4784  0.084
H: 3.8124 6.6629 0.1304  0.097
H: 3.0165 5.1090 -0.1404  0.059
C: -2.6703 -3.8293 -0.5424  -0.095
O: -3.7661 -3.5054 0.2733  -0.168
C: -4.7425 -2.7588 -0.3317  -0.194
C: -5.5149 -3.4139 -1.6031  -0.155
O: -4.6724 -3.3351 -2.7428  -0.205
C: -5.3649 -3.5663 -3.9258  -0.116
H: -1.9056 -4.3313 0.0503  0.090
H: -2.2287 -2.8761 -0.8334  0.073
H: -2.9308 -4.4298 -1.4140  0.079
H: -4.3793 -1.8005 -0.7029  0.099
H: -5.4158 -2.4624 0.4725  0.105
H: -6.3282 -2.7133 -1.7920  0.108
H: -5.9436 -4.3578 -1.2664  0.127
H: -4.5305 -3.8600 -4.5626  0.090
H: -5.7765 -2.6569 -4.3636  0.070
H: -6.0748 -4.3931 -3.9509  0.096
C: -0.9017 4.9359 -3.9683  -0.038
C: -1.5760 4.6739 -2.6215  -0.197
O: -2.9629 4.5968 -2.8325  0.016
C: -3.8584 5.6117 -2.7076  -0.278
O: -3.5540 6.8084 -2.4103  0.104
C: -5.3335 5.1721 -2.7780  -0.504
F: -5.4801 4.4822 -3.9102  0.166
F: -5.5917 4.5007 -1.6836  0.194
F: -6.2369 6.2683 -2.8608  0.097
H: -1.1082 4.1436 -4.6877  0.078
H: 0.1731 5.0764 -3.8533  0.058
H: -1.2284 5.8285 -4.5017  0.086
H: -1.2610 5.4505 -1.9245  0.113
H: -1.2393 3.7073 -2.2470  0.089
C: -4.3250 2.1909 1.9585  -0.054
C: -5.6003 1.3037 2.0621  -0.152
O: -5.3609 0.2301 3.0519  0.020
C: -6.1468 -0.8866 2.9317  -0.312
O: -6.9244 -1.1088 2.0020  0.122
C: -5.8863 -2.0339 3.8983  -0.634
F: -5.3132 -1.6695 4.9565  0.243
F: -7.0012 -2.6769 4.3192  0.155
F: -5.2005 -2.9514 3.2387  0.185
H: -3.4584 1.7232 1.4912  0.055
H: -4.0877 2.4610 2.9875  0.072
H: -4.5041 3.0205 1.2745  0.079
H: -5.8365 0.8854 1.0837  0.108
H: -6.4388 1.9674 2.2731  0.125
C: 1.9896 -5.0711 0.6563  -0.020
C: 3.3070 -5.8711 0.3941  -0.182
O: 3.9134 -6.2613 1.6249  -0.007
C: 4.8001 -5.4121 2.2755  -0.297
O: 5.0014 -4.2720 1.8501  0.132
C: 5.4004 -5.9939 3.4934  -0.591
F: 5.2436 -5.2771 4.6466  0.155
F: 4.9386 -7.1941 3.6648  0.212
F: 6.6988 -6.0268 3.2466  0.191
H: 1.3886 -5.2933 -0.2255  0.054
H: 2.0880 -3.9877 0.7235  0.053
H: 1.4880 -5.4785 1.5342  0.086
H: 4.0448 -5.4335 -0.2784  0.106
H: 3.0879 -6.8375 -0.0599  0.118
C: 3.5534 -0.6710 2.3480  -0.028
C: 2.7471 -0.3572 3.6249  -0.170
O: 3.4618 -1.0672 4.6189  0.000
C: 4.3595 -0.5277 5.4826  -0.281
O: 4.8088 0.6224 5.4074  0.117
C: 5.0005 -1.5897 6.4917  -0.489
F: 6.2836 -1.8311 6.1054  0.140
F: 4.8696 -1.2396 7.8030  0.143
F: 4.4654 -2.7946 6.3981  0.154
H: 4.4596 -0.0813 2.4864  0.082
H: 3.1646 -0.2365 1.4271  0.056
H: 3.8915 -1.6996 2.2220  0.071
H: 1.6819 -0.5856 3.5895  0.107
H: 2.7661 0.6968 3.9020  0.091
C: 3.9603 0.3510 -3.9676  -0.060
C: 3.0289 1.3494 -4.5615  -0.227
O: 3.4425 2.6328 -4.0923  0.013
C: 2.8717 3.7155 -4.7133  -0.301
O: 1.9266 3.7313 -5.5152  0.130
C: 3.2777 5.0362 -4.0256  -0.608
F: 2.4782 5.2496 -2.9695  0.152
F: 4.4603 5.0369 -3.4568  0.187
F: 3.1727 6.0005 -4.8919  0.209
H: 4.9801 0.6184 -4.2442  0.093
H: 3.8002 -0.6188 -4.4388  0.083
H: 3.8212 0.2564 -2.8907  0.073
H: 1.9973 1.0738 -4.3427  0.127
H: 3.1657 1.3866 -5.6423  0.130
C: -0.1300 -3.7321 -3.8037  -0.045
C: 0.4653 -5.0870 -4.0686  -0.204
O: -0.3354 -6.0400 -3.3637  0.000
C: 0.1798 -6.9346 -2.4894  -0.332
O: 1.3571 -7.2083 -2.3746  0.136
C: -0.9510 -7.6454 -1.6419  -0.601
F: -2.0911 -6.8815 -1.6216  0.133
F: -1.2382 -8.7743 -2.2257  0.201
F: -0.4838 -7.9159 -0.4892  0.233
H: -1.1925 -3.9063 -3.9735  0.085
H: 0.1637 -2.9359 -4.4878  0.082
H: 0.1990 -3.3870 -2.8235  0.072
H: 1.4802 -5.1825 -3.6825  0.108
H: 0.4792 -5.4318 -5.1025  0.134
C: -1.9909 -4.1827 5.7375  -0.044
C: -2.0889 -3.4670 4.3899  -0.222
O: -2.4807 -2.1320 4.6242  -0.013
C: -1.7181 -1.1032 4.0571  -0.243
O: -0.7735 -1.2352 3.2604  0.109
C: -2.1124 0.3211 4.5106  -0.527
F: -1.0835 0.7693 5.3094  0.139
F: -2.2788 1.1487 3.4771  0.152
F: -3.2070 0.2877 5.2333  0.190
H: -2.9354 -4.6375 6.0362  0.075
H: -1.8522 -3.4124 6.4962  0.084
H: -1.1948 -4.9272 5.7288  0.079
H: -2.8815 -3.8404 3.7416  0.119
H: -1.1174 -3.6050 3.9153  0.118
C: -6.5925 0.3679 -4.0055  -0.042
C: -5.5590 0.4367 -2.8690  -0.174
O: -4.2161 0.3383 -3.3772  0.039
C: -3.1326 0.4626 -2.6467  -0.337
O: -3.1475 0.5532 -1.4156  0.113
C: -1.7786 0.6366 -3.4082  -0.590
F: -1.9466 0.4622 -4.6849  0.207
F: -1.2996 1.8302 -3.1737  0.175
F: -0.8031 -0.1836 -3.0040  0.164
H: -6.7230 -0.6050 -4.4795  0.062
H: -6.3372 1.0398 -4.8248  0.081
H: -7.4232 0.8542 -3.4941  0.085
H: -5.7340 -0.3387 -2.1232  0.113
H: -5.7056 1.4308 -2.4467  0.120

Strongest force on any atom: 6.448 eV Å⁻¹
Electronic energy: -6388.09995 Ha
Kohn-Sham gap: 9.64 eV
E_HOMO: -9.304 eV

# 2
DFT (ωB97M-V/def2-TZVPD) results for 13 unconnected molecules or ions with the total composition C52H91N13.

Each line ends with the Löwdin charge.
Cartesian coordinates (Å):
C: -3.7691 -26.7978 -4.9113  -0.098
C: -4.2622 -25.4101 -4.5090  -0.237
C: -5.7376 -25.3665 -4.1050  -0.175
C: -6.0709 -26.0942 -2.8869  -0.193
N: -6.3297 -26.6498 -1.9170  0.181
H: -4.3480 -27.3277 -5.6641  0.083
H: -3.6236 -27.4374 -4.0324  0.035
H: -2.7378 -26.7447 -5.2792  0.084
H: -4.1297 -24.7756 -5.3863  0.112
H: -3.6256 -25.0322 -3.7083  0.070
H: -6.3396 -25.7319 -4.9367  0.109
H: -5.9883 -24.3190 -3.9121  0.082
C: -9.5389 -21.8275 4.3526  -0.092
C: -9.3114 -20.9112 5.5638  -0.240
C: -7.9235 -20.9828 6.1873  -0.173
C: -6.8125 -21.0535 5.2443  -0.218
N: -5.9446 -21.1093 4.5002  0.177
H: -10.3381 -21.4603 3.7124  0.064
H: -9.7968 -22.8480 4.6390  0.079
H: -8.6248 -21.8582 3.7561  0.038
H: -10.1018 -21.0316 6.3059  0.113
H: -9.5244 -19.8932 5.2175  0.093
H: -7.8799 -21.8517 6.8483  0.127
H: -7.7354 -20.1081 6.8139  0.124
C: -10.3059 -18.0515 2.5434  -0.098
C: -10.4975 -16.5405 2.3862  -0.234
C: -11.9506 -16.1616 2.6493  -0.194
C: -12.4166 -16.4405 3.9996  -0.245
N: -12.7545 -16.6281 5.0747  0.146
H: -10.5598 -18.3253 3.5668  0.063
H: -9.2738 -18.3699 2.3698  0.056
H: -10.8880 -18.6427 1.8338  0.055
H: -10.2390 -16.2663 1.3648  0.078
H: -9.8537 -16.0175 3.0931  0.118
H: -12.6262 -16.7105 1.9829  0.116
H: -12.1254 -15.1010 2.4503  0.124
C: -10.5253 -21.4243 -6.1553  -0.102
C: -9.0263 -21.1757 -6.1151  -0.249
C: -8.3061 -22.1307 -5.1616  -0.209
C: -8.6008 -23.5461 -5.4477  -0.239
N: -8.8259 -24.6542 -5.6625  0.160
H: -10.7664 -22.4440 -6.4621  0.073
H: -11.0027 -20.8025 -6.9167  0.076
H: -11.0591 -21.2510 -5.2216  0.071
H: -8.7436 -20.1686 -5.7992  0.094
H: -8.6492 -21.2848 -7.1338  0.117
H: -8.6398 -21.9421 -4.1386  0.096
H: -7.2190 -22.0576 -5.1847  0.085
C: -2.4226 -28.6767 -1.8014  -0.091
C: -2.8382 -27.2206 -1.7862  -0.284
C: -2.4436 -26.4547 -0.5253  -0.173
C: -3.2084 -25.2251 -0.3043  -0.217
N: -3.8043 -24.2657 -0.1047  0.206
H: -2.6935 -29.1544 -2.7436  0.071
H: -3.0011 -29.2385 -1.0611  0.083
H: -1.3617 -28.8283 -1.6032  0.080
H: -3.9249 -27.1551 -1.8785  0.072
H: -2.4264 -26.7078 -2.6623  0.090
H: -1.3715 -26.2664 -0.4640  0.114
H: -2.6737 -27.0351 0.3780  0.129
C: -9.5000 -23.6410 -1.5762  -0.102
C: -8.7623 -24.4781 -0.5495  -0.267
C: -9.0110 -25.9775 -0.5695  -0.210
C: -10.4107 -26.3763 -0.3545  -0.234
N: -11.5072 -26.6657 -0.1726  0.133
H: -9.3801 -22.5706 -1.3997  0.046
H: -10.5595 -23.9018 -1.6263  0.073
H: -9.1165 -23.7833 -2.5934  0.054
H: -9.0550 -24.0940 0.4345  0.102
H: -7.6780 -24.3631 -0.6134  0.087
H: -8.3557 -26.4700 0.1434  0.109
H: -8.8299 -26.4037 -1.5611  0.098
C: -7.4801 -20.7112 0.9019  -0.085
C: -6.1265 -20.1474 0.4884  -0.224
C: -5.2641 -21.1715 -0.2525  -0.183
C: -5.9168 -21.7503 -1.4241  -0.209
N: -6.4135 -22.2222 -2.3401  0.212
H: -8.2232 -20.7654 0.1037  0.051
H: -7.9154 -20.0279 1.6382  0.059
H: -7.3631 -21.6900 1.3654  0.062
H: -5.5521 -19.8301 1.3581  0.108
H: -6.2748 -19.2748 -0.1500  0.073
H: -4.9375 -22.0103 0.3689  0.079
H: -4.3364 -20.7259 -0.6254  0.081
C: -6.3135 -18.1730 -5.0679  -0.097
C: -6.0417 -19.6700 -4.8528  -0.265
C: -4.5800 -19.9770 -4.5341  -0.184
C: -4.0865 -19.3562 -3.3082  -0.209
N: -3.7333 -18.9325 -2.3011  0.180
H: -7.3842 -17.9693 -5.0563  0.066
H: -5.9373 -17.8708 -6.0470  0.079
H: -5.8429 -17.5315 -4.3216  0.067
H: -6.3527 -20.1837 -5.7630  0.096
H: -6.6469 -20.0459 -4.0235  0.072
H: -3.9505 -19.6681 -5.3726  0.126
H: -4.3991 -21.0436 -4.3777  0.083
C: -13.0495 -20.8500 0.4619  -0.094
C: -12.2832 -20.9543 -0.8445  -0.241
C: -11.0968 -19.9883 -0.9598  -0.194
C: -11.5589 -18.5896 -0.9947  -0.249
N: -11.9564 -17.5167 -1.0256  0.173
H: -12.3550 -20.8657 1.3057  0.068
H: -13.6847 -21.7301 0.5813  0.078
H: -13.7226 -19.9960 0.5234  0.077
H: -12.9370 -20.7292 -1.6902  0.118
H: -11.8817 -21.9606 -0.9584  0.091
H: -10.5324 -20.1447 -1.8808  0.107
H: -10.4046 -20.0845 -0.1189  0.094
C: -7.9494 -18.4276 -1.9138  -0.092
C: -8.2495 -17.6432 -0.6450  -0.251
C: -8.3139 -16.1397 -0.8896  -0.176
C: -6.9997 -15.5568 -1.1735  -0.234
N: -5.9743 -15.0940 -1.3818  0.151
H: -7.0384 -18.0612 -2.3932  0.062
H: -8.7630 -18.4445 -2.6378  0.082
H: -7.6641 -19.4613 -1.6843  0.048
H: -7.5420 -17.8656 0.1548  0.099
H: -9.1983 -17.9668 -0.2148  0.065
H: -8.7200 -15.5810 -0.0442  0.103
H: -8.9499 -15.8847 -1.7416  0.127
C: -1.1715 -20.8616 -1.5628  -0.102
C: -1.2753 -22.3914 -1.5573  -0.240
C: -2.2464 -22.9558 -2.5778  -0.203
C: -2.1434 -22.4459 -3.9470  -0.230
N: -2.0734 -22.0778 -5.0353  0.166
H: -0.9536 -20.4932 -2.5657  0.072
H: -0.3602 -20.5483 -0.9058  0.073
H: -2.0926 -20.4091 -1.1974  0.031
H: -1.5155 -22.6915 -0.5390  0.067
H: -0.3001 -22.8379 -1.7729  0.117
H: -3.3009 -22.7918 -2.3139  0.094
H: -2.2155 -24.0478 -2.5933  0.087
C: -6.8752 -24.4336 3.0750  -0.091
C: -5.3501 -24.4280 2.9782  -0.257
C: -4.6477 -24.6404 4.3187  -0.201
C: -5.0809 -25.8055 5.0937  -0.231
N: -5.3967 -26.7244 5.6860  0.146
H: -7.2446 -23.9890 4.0005  0.062
H: -7.3390 -25.4188 3.0196  0.081
H: -7.2179 -23.8562 2.2167  0.043
H: -5.0209 -23.4518 2.6170  0.078
H: -4.9946 -25.1693 2.2627  0.096
H: -4.8502 -23.7623 4.9425  0.104
H: -3.5624 -24.6822 4.2069  0.099
C: -2.5696 -20.1479 2.6827  -0.090
C: -2.0766 -21.4115 1.9768  -0.264
C: -1.9336 -22.5586 2.9598  -0.174
C: -1.3301 -23.7616 2.3584  -0.217
N: -0.8862 -24.7066 1.8934  0.166
H: -1.7972 -19.7933 3.3728  0.077
H: -3.4593 -20.3930 3.2623  0.050
H: -2.7156 -19.3094 2.0045  0.075
H: -1.1616 -21.2210 1.4123  0.105
H: -2.7737 -21.6978 1.1806  0.076
H: -2.8905 -22.8493 3.3936  0.087
H: -1.2474 -22.2874 3.7683  0.131

Strongest force on any atom: 1.575 eV Å⁻¹
Electronic energy: -2747.74430 Ha
Kohn-Sham gap: 11.48 eV
E_HOMO: -11.218 eV

What did we get for ΔE to the lowest compared entry with this formula, charge and spin? Answer: 0.0 14.5 kcal per mole, in the order shown.